Computed, not measured: a structure of composition C33H59AlF2NO22S in a non-equilibrium geometry, with the ωB97M-V functional and the def2-TZVPD basis.

Each line ends with the Löwdin charge.
Cartesian coordinates (Å):
C (5.44201, -1.92188, -1.93012)  -0.14
C (5.61397, -1.09652, -0.52308)  -0.31
F (6.27620, 0.22704, -0.79442)  -0.20
Al (3.92190, -0.96981, 0.62794)  0.32
C (4.01564, 0.41034, 2.15387)  -0.26
C (4.79534, 1.80300, 1.76741)  -0.33
C (4.32529, 2.48621, 0.35229)  -0.56
S (5.65767, 3.72092, -0.23868)  0.54
C (3.60100, -2.88369, 1.40575)  -0.15
C (3.13042, -3.96571, 0.26188)  -0.24
O (2.64581, -3.67937, -0.94988)  -0.03
F (3.22682, -5.43099, 0.61632)  -0.10
C (2.20183, -0.50489, -0.45244)  -0.19
C (0.79838, -1.15647, 0.04874)  -0.08
C (-0.70041, -0.89578, -0.61681)  -0.05
C (-0.59579, 0.15626, -1.91440)  -0.08
C (0.90743, 0.66251, -2.28265)  -0.15
N (2.22610, 0.38958, -1.64443)  -0.03
H (5.05106, -3.01115, -1.71159)  0.07
H (6.54415, -2.06531, -2.36580)  0.07
H (4.84496, -1.35036, -2.76089)  0.08
H (6.41438, -1.70556, 0.12009)  0.10
H (2.90256, 0.57099, 2.53170)  0.06
H (4.62800, -0.09838, 3.03657)  0.06
H (4.53472, 2.58424, 2.63132)  0.10
H (5.95588, 1.64764, 1.72377)  0.10
H (3.27502, 3.04848, 0.42465)  0.09
H (4.21330, 1.71808, -0.52457)  0.04
H (5.88046, 3.39748, -1.61180)  -0.13
H (2.77155, -2.86059, 2.24285)  0.08
H (4.65268, -3.27127, 1.81018)  0.08
H (0.84959, -1.89013, 0.98295)  0.07
H (-1.70267, -1.34917, -0.21948)  0.06
H (-1.57089, 0.49453, -2.51006)  0.08
H (0.95616, 1.38203, -3.23687)  0.09
C (6.12733, -7.39739, 1.27427)  -0.05
O (6.94998, -7.65681, 0.13842)  -0.01
C (7.69742, -6.59790, -0.26312)  -0.56
O (7.71278, -5.49286, 0.25611)  0.11
O (8.42490, -6.98143, -1.34245)  -0.02
C (9.26529, -5.96037, -1.87664)  -0.05
H (5.57466, -8.31173, 1.50719)  0.09
H (6.73991, -7.13470, 2.14272)  0.10
H (5.40464, -6.60488, 1.05464)  0.08
H (10.00344, -5.64024, -1.13405)  0.10
H (8.66813, -5.11036, -2.22225)  0.10
H (9.79949, -6.37705, -2.73495)  0.09
C (-5.10938, 0.73517, -0.08066)  -0.05
O (-4.11469, 1.75668, -0.11671)  -0.01
C (-4.61077, 3.01574, -0.21602)  -0.56
O (-5.79225, 3.31856, -0.27380)  0.10
O (-3.56461, 3.87959, -0.23987)  -0.01
C (-3.93897, 5.25196, -0.34292)  -0.05
H (-4.60051, -0.22937, -0.00048)  0.09
H (-5.75628, 0.85691, 0.79409)  0.10
H (-5.69894, 0.73765, -1.00315)  0.09
H (-4.53912, 5.55430, 0.52150)  0.10
H (-4.48177, 5.43511, -1.27587)  0.10
H (-3.02475, 5.85177, -0.35347)  0.09
C (-7.05266, -2.36563, -3.35674)  -0.05
O (-6.43365, -3.64520, -3.23967)  -0.02
C (-5.08757, -3.60118, -3.07434)  -0.58
O (-4.40416, -2.59068, -3.02163)  0.11
O (-4.63353, -4.87624, -2.97774)  -0.01
C (-3.22262, -4.98487, -2.79965)  -0.04
H (-8.12749, -2.52063, -3.48498)  0.09
H (-6.89587, -1.77627, -2.44760)  0.09
H (-6.67453, -1.83273, -4.23517)  0.10
H (-2.91270, -4.50019, -1.86808)  0.11
H (-2.69128, -4.55670, -3.65576)  0.07
H (-2.97096, -6.04702, -2.73485)  0.10
C (-3.29749, -3.17329, -5.75771)  -0.06
O (-2.47484, -3.43271, -6.89355)  0.00
C (-1.72740, -2.37380, -7.29510)  -0.56
O (-1.71204, -1.26876, -6.77587)  0.12
O (-0.99992, -2.75733, -8.37442)  -0.01
C (-0.15953, -1.73627, -8.90862)  -0.05
H (-3.85015, -4.08763, -5.52479)  0.09
H (-2.68491, -2.91060, -4.88925)  0.09
H (-4.02018, -2.38078, -5.97734)  0.11
H (0.57862, -1.41614, -8.16602)  0.10
H (-0.75669, -0.88626, -9.25423)  0.10
H (0.37468, -2.15295, -9.76693)  0.09
C (-2.41169, 10.70807, 1.07527)  -0.05
O (-2.51520, 10.34999, 2.45196)  -0.01
C (-2.62762, 9.01627, 2.67499)  -0.56
O (-2.64535, 8.14509, 1.81962)  0.10
O (-2.71685, 8.81969, 4.01464)  -0.01
C (-2.84095, 7.45214, 4.40013)  -0.05
H (-2.32671, 11.79657, 1.01466)  0.09
H (-1.51492, 10.26730, 0.62807)  0.10
H (-3.30921, 10.40191, 0.52818)  0.10
H (-1.96119, 6.88115, 4.08584)  0.10
H (-3.75561, 7.01572, 3.98598)  0.10
H (-2.90454, 7.41297, 5.49105)  0.09
C (3.70931, 5.07443, 8.20812)  -0.06
O (2.87539, 5.73410, 7.25753)  -0.02
C (2.77629, 5.09611, 6.06407)  -0.56
O (3.32532, 4.04768, 5.76356)  0.11
O (1.96045, 5.82665, 5.26283)  -0.02
C (1.76279, 5.27147, 3.96403)  -0.05
H (3.71575, 5.67173, 9.12404)  0.09
H (3.31270, 4.08236, 8.44685)  0.10
H (4.73664, 5.00297, 7.83656)  0.10
H (1.28826, 4.28718, 4.03313)  0.10
H (2.71227, 5.20784, 3.42273)  0.10
H (1.09500, 5.93697, 3.41009)  0.09
C (-4.77183, -3.23602, 4.23393)  -0.05
O (-5.89446, -3.82960, 3.58465)  -0.01
C (-6.22357, -3.25377, 2.40089)  -0.56
O (-5.65229, -2.30885, 1.87964)  0.11
O (-7.29842, -3.91143, 1.89743)  -0.01
C (-7.75908, -3.41003, 0.64421)  -0.05
H (-4.59860, -3.77495, 5.16948)  0.09
H (-3.87456, -3.32649, 3.61328)  0.10
H (-4.97440, -2.18711, 4.47337)  0.10
H (-6.98113, -3.50752, -0.12004)  0.09
H (-8.08109, -2.36806, 0.74004)  0.10
H (-8.62040, -4.00928, 0.33646)  0.10

Properties
- Charge: -1
- Highest occupied orbital energy: -5.154 eV
- DFT total energy: -104572.5001 eV
- Multiplicity: 1